# C5H25NO8

A 8-piece molecular cluster, C5H25NO8 overall at a distorted geometry (the ωB97M-V functional and the def2-TZVPD basis, the Open Molecules 2025 dataset).

Each line ends with the natural charge from an NBO analysis.
Element x y z (Å)
1 H -1.887 2.716 0.811  0.20
2 H -0.204 1.591 2.401  0.48
3 C 1.121 1.748 -0.180  -0.43
4 H -1.565 -2.013 -3.335  0.51
5 H 2.936 -2.463 1.764  0.46
6 C -0.529 -0.706 0.594  0.45
7 H -3.381 -1.837 -1.760  0.50
8 C -0.278 4.061 1.088  -0.63
9 O 2.545 -2.841 2.564  -0.93
10 H 1.219 1.646 -1.275  0.17
11 H 0.176 -1.344 0.026  0.14
12 O -2.702 -1.208 -2.066  -0.96
13 H -1.096 3.212 -0.724  0.17
14 H 0.152 -2.898 -2.454  0.50
15 O -0.411 1.504 3.347  -0.97
16 H 4.492 -0.385 1.161  0.47
17 H -0.043 3.803 2.113  0.23
18 O -0.890 -2.481 -3.864  -0.97
19 H 1.966 -2.122 2.848  0.47
20 O -1.732 -4.003 -0.614  -0.96
21 H 0.638 4.453 0.656  0.20
22 O 4.025 0.428 0.934  -0.94
23 H 1.658 2.658 0.080  0.22
24 C -0.932 0.530 -0.232  -0.32
25 H -0.837 -3.941 -0.991  0.49
26 H -0.985 4.894 1.101  0.22
27 H -0.834 0.631 3.336  0.48
28 H 1.781 0.978 0.228  0.21
29 H -1.702 -3.381 0.120  0.47
30 H -0.352 -1.789 -4.263  0.47
31 H -0.636 0.454 -1.279  0.18
32 H -2.000 0.616 -0.073  0.22
33 H 3.370 0.556 1.629  0.47
34 H -3.214 -0.443 -2.364  0.48
35 O -0.918 -0.860 1.713  -0.55
36 C -0.954 2.947 0.321  -0.21
37 O 0.776 -2.867 -1.686  -0.99
38 H 1.428 -3.503 -2.017  0.47
39 N -0.201 1.660 0.342  -0.47

Results
E_HOMO: -8.985 eV
Total charge: 0
Energy relative to the best compared isomer or geometry (same formula, charge and spin): 58.1 kcal per mole
DFT total energy: -23460.0559 eV
Structure (SMILES): CCN(C)CC=O.O.O.O.O.O.O.O